No. 1
Here is the molecule C4H9N in a non-equilibrium geometry from the OMol25 dataset. Energies are from wB97M-V/def2-TZVPD.

Last column: natural (NBO) charge in e.
CARTESIAN COORDINATES (ANGSTROEM)
C -2.016 -0.285 -0.187  -0.581
C -0.725 0.029 0.313  0.254
N -0.173 -0.534 1.503  -0.842
C 0.356 0.825 -0.445  -0.462
C 1.609 -0.145 -0.727  -0.602
H -2.736 0.495 -0.352  0.214
H -2.421 -1.269 -0.099  0.193
H -0.753 -1.167 2.092  0.383
H 0.035 0.332 1.925  0.375
H 0.039 1.017 -1.382  0.219
H 0.755 1.780 -0.142  0.212
H 2.471 0.541 -1.124  0.202
H 1.404 -0.910 -1.467  0.210
H 2.154 -0.711 0.095  0.225

Atoms 1-3, force components in eV/Å:
C 2.87 0.83 1.19
C -2.21 -1.02 -0.69
N -0.44 -1.61 -1.15

- Total energy: -5781.147 eV
- HOMO level: -7.6 eV
- HOMO-LUMO gap: 0.315 Ha
- E_LUMO: 1.020 eV
- ΔE to the lowest compared entry with this formula, charge and spin: 257.1 kJ/mol

***

No. 2
Here is the molecule C4H9N in a non-equilibrium geometry from the OMol25 dataset. Energies are from wB97M-V/def2-TZVPD.

Last column: natural (NBO) charge in e.
CARTESIAN COORDINATES (ANGSTROEM)
C 2.044 0.062 0.589  -0.415
C 0.782 0.427 0.568  -0.183
C -0.309 -0.415 -0.136  -0.086
C -0.848 0.276 -1.398  -0.609
N -1.398 -0.687 0.792  -0.837
H 2.716 0.599 1.229  0.197
H 2.443 -0.815 0.080  0.196
H 0.412 1.358 1.108  0.195
H 0.200 -1.352 -0.456  0.183
H -1.423 1.143 -1.017  0.191
H -0.004 0.637 -2.012  0.221
H -1.563 -0.400 -1.914  0.223
H -1.086 -1.038 1.693  0.370
H -1.967 0.205 0.876  0.354

Atoms 1-3, force components in eV/Å:
C 0.56 -0.09 0.49
C -1.73 0.39 -0.35
C 1.26 0.32 0.05

- Total energy: -5783.118 eV
- HOMO level: -9.1 eV
- HOMO-LUMO gap: 0.381 Ha
- E_LUMO: 1.242 eV
- ΔE to the lowest compared entry with this formula, charge and spin: 67.0 kJ/mol

***

No. 3
Here is the molecule C4H9N in a non-equilibrium geometry from the OMol25 dataset. Energies are from wB97M-V/def2-TZVPD.

Last column: natural (NBO) charge in e.
CARTESIAN COORDINATES (ANGSTROEM)
C 1.334 0.297 -0.466  -0.652
C 0.060 -0.355 -0.028  -0.080
C -0.555 -1.359 -0.984  -0.619
C -0.726 0.136 0.937  -0.007
N -0.416 1.247 1.737  -0.824
H 1.920 0.686 0.365  0.214
H 1.144 1.138 -1.145  0.210
H 1.997 -0.357 -1.033  0.218
H 0.186 -2.136 -1.204  0.202
H -0.866 -0.884 -1.916  0.204
H -1.393 -1.904 -0.551  0.212
H -1.743 -0.230 0.959  0.188
H -1.208 1.839 1.960  0.369
H 0.265 1.881 1.369  0.365

Atoms 1-3, force components in eV/Å:
C 0.39 0.15 0.00
C -1.03 0.04 -0.45
C 0.83 -0.48 0.49

- Total energy: -5783.446 eV
- HOMO level: -7.8 eV
- HOMO-LUMO gap: 0.326 Ha
- E_LUMO: 1.059 eV
- ΔE to the lowest compared entry with this formula, charge and spin: 35.3 kJ/mol

***

No. 4
Here is the molecule C4H9N in a non-equilibrium geometry from the OMol25 dataset. Energies are from wB97M-V/def2-TZVPD.

Last column: natural (NBO) charge in e.
CARTESIAN COORDINATES (ANGSTROEM)
C -1.696 1.105 -1.276  -0.652
C -0.422 0.682 -0.600  -0.159
C -0.383 -0.330 0.267  -0.210
C 0.857 -0.494 1.178  -0.246
N 1.986 -1.061 0.465  -0.842
H -2.394 0.297 -1.499  0.216
H -2.262 1.664 -0.525  0.222
H -1.421 1.677 -2.162  0.214
H 0.483 1.246 -0.778  0.201
H -1.123 -1.111 0.347  0.190
H 1.190 0.508 1.436  0.193
H 0.456 -1.062 2.028  0.166
H 2.829 -1.121 1.026  0.353
H 1.900 -2.000 0.093  0.355

Atoms 1-3, force components in eV/Å:
C 0.32 -0.09 0.20
C -1.07 -1.16 0.46
C 1.95 0.36 0.02

- Total energy: -5782.841 eV
- HOMO level: -8.9 eV
- HOMO-LUMO gap: 0.374 Ha
- E_LUMO: 1.254 eV
- ΔE to the lowest compared entry with this formula, charge and spin: 93.6 kJ/mol

***

No. 5
Here is a 2-piece molecular cluster, C4H9N overall in a non-equilibrium geometry from the OMol25 dataset. Energies are from wB97M-V/def2-TZVPD.

Last column: natural (NBO) charge in e.
CARTESIAN COORDINATES (ANGSTROEM)
C -1.828 2.537 1.433  -0.712
C -1.594 1.130 1.070  0.278
N -1.674 0.025 0.784  -0.322
H -0.901 3.044 1.444  0.248
H -2.397 3.028 0.672  0.251
H -2.499 2.523 2.423  0.260
C 1.901 -1.894 -1.197  -0.605
C 0.692 -1.080 -0.705  -0.622
H 1.738 -2.338 -2.146  0.189
H 2.104 -2.785 -0.620  0.196
H 2.753 -1.262 -1.370  0.192
H 0.371 -0.673 -1.686  0.218
H 1.215 -0.397 0.015  0.203
H 0.118 -1.859 -0.116  0.227

Atoms 1-3, force components in eV/Å:
C -1.69 -1.30 1.84
C -1.03 0.67 0.01
N 0.27 -0.40 0.02

- Total energy: -5782.517 eV
- HOMO level: -11.1 eV
- HOMO-LUMO gap: 0.436 Ha
- E_LUMO: 0.736 eV
- ΔE to the lowest compared entry with this formula, charge and spin: 125.0 kJ/mol

***

No. 6
Here is the molecule C4H9N in a non-equilibrium geometry from the OMol25 dataset. Energies are from wB97M-V/def2-TZVPD.

Last column: natural (NBO) charge in e.
CARTESIAN COORDINATES (ANGSTROEM)
N 2.036 0.306 0.187  -0.845
C 0.913 -0.762 -0.002  -0.223
C -0.296 -0.173 0.603  -0.264
C -1.014 0.901 -0.092  -0.436
C -1.607 -0.476 -0.047  -0.419
H 2.719 0.326 -0.831  0.350
H 1.353 1.323 0.155  0.349
H 0.752 -1.009 -1.036  0.176
H 1.322 -1.678 0.401  0.201
H -0.233 0.015 1.705  0.228
H -1.298 1.858 0.456  0.230
H -0.484 1.153 -1.077  0.209
H -2.395 -0.767 0.622  0.219
H -1.767 -1.017 -1.044  0.225

Atoms 1-3, force components in eV/Å:
N -1.00 2.49 -3.88
C 2.58 1.76 -0.11
C 0.24 -1.12 1.44

- Total energy: -5781.085 eV
- HOMO level: -9.4 eV
- HOMO-LUMO gap: 0.388 Ha
- E_LUMO: 1.154 eV
- ΔE to the lowest compared entry with this formula, charge and spin: 263.1 kJ/mol

***

No. 7
Here is C4H9N as an isolated structure in a non-equilibrium geometry from the OMol25 dataset. Energies are from wB97M-V/def2-TZVPD.

Last column: natural (NBO) charge in e.
CARTESIAN COORDINATES (ANGSTROEM)
C 1.207 0.519 -0.236  -0.205
C -0.026 0.636 0.605  -0.465
C -1.166 -0.504 0.526  -0.193
C -2.307 -0.171 -0.432  -0.444
H 2.334 -0.935 -0.943  0.361
H 1.886 -1.344 0.677  0.365
H 1.962 1.299 0.127  0.173
H 0.972 0.902 -1.317  0.183
H -0.350 1.587 0.236  0.219
H 0.355 0.675 1.696  0.197
H -1.043 -1.666 1.183  0.248
H -2.412 0.930 -1.272  0.219
H -3.013 -1.006 -0.605  0.197
N 1.599 -0.922 -0.246  -0.854

Atoms 1-3, force components in eV/Å:
C 0.28 -0.56 -1.08
C -0.39 -1.41 2.33
C -2.69 1.12 -3.44

- Total energy: -5779.479 eV
- HOMO level: -8.9 eV
- HOMO-LUMO gap: 0.365 Ha
- E_LUMO: 1.067 eV
- ΔE to the lowest compared entry with this formula, charge and spin: 418.1 kJ/mol

***

No. 8
Here is the molecule C4H9N in a non-equilibrium geometry from the OMol25 dataset. Energies are from wB97M-V/def2-TZVPD.

Last column: natural (NBO) charge in e.
CARTESIAN COORDINATES (ANGSTROEM)
C -1.052 -0.432 -0.337  -0.425
C 0.294 -1.097 -0.082  -0.416
C 1.210 0.091 -0.398  -0.226
N 0.661 1.127 0.494  -0.605
C -0.808 0.951 0.374  -0.233
H -1.100 -0.131 -1.388  0.193
H -1.930 -0.981 -0.037  0.215
H 0.388 -1.218 1.002  0.180
H 0.530 -2.068 -0.503  0.214
H 1.123 0.329 -1.457  0.182
H 2.250 -0.114 -0.186  0.199
H 0.953 0.811 1.414  0.342
H -1.326 0.955 1.331  0.191
H -1.191 1.776 -0.225  0.189

Atoms 1-3, force components in eV/Å:
C 0.83 1.05 -0.39
C 0.10 0.22 0.46
C -0.09 -0.79 0.32

- Total energy: -5783.432 eV
- HOMO level: -9.0 eV
- HOMO-LUMO gap: 0.376 Ha
- E_LUMO: 1.182 eV
- ΔE to the lowest compared entry with this formula, charge and spin: 36.7 kJ/mol

***

Repeat the first record exactly.
Here is the molecule C4H9N in a non-equilibrium geometry from the OMol25 dataset. Energies are from wB97M-V/def2-TZVPD.

Last column: natural (NBO) charge in e.
CARTESIAN COORDINATES (ANGSTROEM)
C -2.016 -0.285 -0.187  -0.581
C -0.725 0.029 0.313  0.254
N -0.173 -0.534 1.503  -0.842
C 0.356 0.825 -0.445  -0.462
C 1.609 -0.145 -0.727  -0.602
H -2.736 0.495 -0.352  0.214
H -2.421 -1.269 -0.099  0.193
H -0.753 -1.167 2.092  0.383
H 0.035 0.332 1.925  0.375
H 0.039 1.017 -1.382  0.219
H 0.755 1.780 -0.142  0.212
H 2.471 0.541 -1.124  0.202
H 1.404 -0.910 -1.467  0.210
H 2.154 -0.711 0.095  0.225

Atoms 1-3, force components in eV/Å:
C 2.87 0.83 1.19
C -2.21 -1.02 -0.69
N -0.44 -1.61 -1.15

- Total energy: -5781.147 eV
- HOMO level: -7.6 eV
- HOMO-LUMO gap: 0.315 Ha
- E_LUMO: 1.020 eV
- ΔE to the lowest compared entry with this formula, charge and spin: 257.1 kJ/mol

***

> The highest E_LUMO belongs to which entry?

number 4

***

> What is the formula in the eighth record?

C4H9N

***

> The highest ΔE to the lowest compared entry with this formula, charge and spin belongs to which entry?

number 7